Version 1
The following is a DFT calculation (ωB97M-V/def2-TZVPD) of a 2-piece molecular cluster, C4H11NS overall.

```
! RIJCOSX wB97M-V def2-TZVPD def2/J DEFGRID3
* xyz 0 1
S -2.73461 0.17170 -1.19066
N 5.02005 1.25319 3.73955
C -4.45614 -1.64179 -2.67691
C -3.66199 -0.29663 -2.74491
C 4.01965 0.97797 2.70894
C 4.33425 0.90627 1.41988
H -4.32587 -1.90273 -3.73183
H -2.85222 -0.23762 -3.48182
H 4.80256 2.08860 4.27134
H -3.26203 -0.76346 -0.39136
H -4.30242 0.56435 -2.88721
H -4.10503 -2.33131 -1.91281
H 3.63015 0.36293 0.79379
H 5.22144 1.36970 1.02850
H 3.18837 0.36637 3.09239
H 4.95735 0.47759 4.38837
H -5.47352 -1.36512 -2.42524
*
```

- Structure (SMILES): C=CN.CCS


Version 2
The following is a DFT calculation (ωB97M-V/def2-TZVPD) of a single C4H11NS molecule.

```
! RIJCOSX wB97M-V def2-TZVPD def2/J DEFGRID3
* xyz 0 1
S 1.33057 0.77444 0.88298
N -1.17034 -0.77334 0.76944
C 0.86996 0.88906 -1.00707
C -1.84250 0.50140 1.25077
C 1.36864 -0.37343 -1.70768
C 0.19424 -0.76849 1.13210
H 2.35672 -0.76463 -1.73135
H -1.40530 0.76015 2.21430
H -2.84454 0.18890 1.42655
H -1.26111 -0.67232 -0.22596
H -1.70558 1.36760 0.57270
H 0.23559 -1.08357 2.19711
H -0.21096 1.02287 -1.06469
H 0.97129 -1.37693 0.65785
H 1.43601 1.76171 -1.35947
H 0.67973 -1.09791 -1.23647
H 0.99759 -0.35549 -2.77110
*
```

- Structure (SMILES): CCSCNC


The most stable of them is version 2.


Version 1
The following is a DFT calculation (ωB97M-V/def2-TZVPD) of a 2-piece molecular cluster, C4H11NS overall.

```
! RIJCOSX wB97M-V def2-TZVPD def2/J DEFGRID3
* xyz 0 1
S 0.39366 1.11458 3.20289
N -0.76869 -0.08418 -3.53890
C 0.09975 0.82357 1.43324
C -1.32061 0.30549 -2.24149
C -0.46947 -1.31169 -3.63765
C 1.63123 -0.11778 3.67183
H -1.43675 -0.57360 -1.61303
H 0.03959 -0.20742 1.10357
H 0.87336 1.32914 0.85373
H 2.17847 -0.50750 2.81610
H 2.22515 0.40880 4.41466
H -0.77890 1.44441 1.26096
H -0.70763 1.13680 -1.87509
H -2.19256 0.95613 -2.38145
H 1.21025 -1.00856 4.14328
H -1.04075 -2.06121 -3.08792
H 0.06389 -1.64697 -4.52473
*
```

- Structure (SMILES): C=NC.CSC


Version 2
The following is a DFT calculation (ωB97M-V/def2-TZVPD) of a single C4H11NS molecule.

```
! RIJCOSX wB97M-V def2-TZVPD def2/J DEFGRID3
* xyz 0 1
S -1.10550 0.05177 -1.58557
N 0.93568 1.10846 0.06522
C 2.33582 1.47004 0.02731
C 0.53893 0.10908 -0.90144
C -2.07214 -0.33652 -0.13196
C -1.61584 -1.54523 0.68695
H -2.11048 0.53359 0.52577
H 2.98499 0.75055 -0.48874
H 0.86350 -0.89606 -0.56276
H -0.93359 -2.20149 0.16869
H 2.75074 1.36905 1.02638
H -1.31368 -1.31688 1.69445
H -3.12302 -0.44393 -0.38889
H 2.54595 2.49459 -0.27748
H -2.50071 -2.14661 0.92669
H 1.18030 0.14740 -1.77615
H 0.63904 0.85218 0.99154
*
```

- Structure (SMILES): CCSCNC


The most stable of them is version 2.


Version 1
The following is a DFT calculation (ωB97M-V/def2-TZVPD) of a 2-piece molecular cluster, C4H11NS overall.

```
! RIJCOSX wB97M-V def2-TZVPD def2/J DEFGRID3
* xyz 0 1
S 0.64134 -1.75525 1.61331
N -0.63096 2.64259 -1.17586
C -0.61609 1.57300 -0.48049
C 0.59207 3.35249 -1.34507
C 0.85506 -3.26862 0.62399
C -1.01671 -1.23221 1.15259
H 0.62515 3.74006 -2.36590
H 0.79437 -4.11188 1.30774
H -1.13874 -1.25650 0.07387
H 0.23824 1.38472 0.18239
H 1.79150 -3.12556 0.06800
H 0.08527 -3.45927 -0.13121
H 1.51927 2.74547 -1.26445
H -1.74441 -1.95918 1.56380
H -1.24942 -0.28826 1.63473
H 0.50851 4.27039 -0.73354
H -1.25447 0.74799 -0.72391
*
```

- Structure (SMILES): C=NC.CSC


Version 2
The following is a DFT calculation (ωB97M-V/def2-TZVPD) of a single C4H11NS molecule.

```
! RIJCOSX wB97M-V def2-TZVPD def2/J DEFGRID3
* xyz 0 1
S 0.32584 0.46363 1.06879
N 2.82736 0.06216 -0.16073
C -1.75635 -0.85829 -0.55743
C -1.61399 0.36593 -1.49505
C -1.50514 -0.56607 0.89414
C 1.42929 -0.01060 -0.61591
H -1.39937 -1.43425 1.53680
H -2.52479 0.98082 -1.62449
H -2.74751 -1.30783 -0.74506
H 1.17782 -1.06236 -0.78785
H -2.12086 0.16578 1.41985
H 2.98758 1.00019 0.20737
H -0.80417 0.90087 -1.00422
H -1.35318 0.12073 -2.51935
H 1.31882 0.60711 -1.52045
H -0.97580 -1.56566 -0.85846
H 2.71607 -0.45563 0.71668
*
```

- Structure (SMILES): CCCSCN


Version 3
The following is a DFT calculation (ωB97M-V/def2-TZVPD) of a 2-piece molecular cluster, C4H11NS overall.

```
! RIJCOSX wB97M-V def2-TZVPD def2/J DEFGRID3
* xyz 0 1
S -1.19273 2.67802 -0.69042
N 0.82106 -3.65111 0.07035
C 2.16474 -3.24733 -0.31729
C -0.19756 -3.22944 -0.68103
C 0.33955 2.98685 0.27624
C -2.47671 2.76371 0.58498
H -2.62794 1.86035 1.24010
H -3.39989 3.18532 0.17089
H -0.07621 -2.51843 -1.53212
H -1.00074 -3.90726 -0.68826
H 2.77421 -2.51026 0.20282
H 2.24602 -2.91936 -1.39168
H 1.21416 2.78154 -0.34826
H -2.22814 3.42452 1.45168
H 0.43551 2.37752 1.13231
H 2.69178 -4.07148 -0.07476
H 0.51288 3.99683 0.59443
*
```

- Structure (SMILES): C=NC.CSC


Version 4
The following is a DFT calculation (ωB97M-V/def2-TZVPD) of a 2-piece molecular cluster, C4H11NS overall.

```
! RIJCOSX wB97M-V def2-TZVPD def2/J DEFGRID3
* xyz 0 1
S 2.09715 -0.45258 -0.23025
N -3.32931 -0.37796 0.32147
C -0.94066 -0.67140 -0.50504
C -0.62118 0.42668 0.26265
C 2.88628 0.91500 0.67645
C -2.26638 0.30678 -0.40232
H -0.96864 -1.62070 0.00016
H -0.08454 1.31512 -0.00949
H -4.11965 -0.63665 -0.24308
H -2.53056 0.44351 -1.45912
H 2.21430 1.73676 0.90830
H -2.39932 1.37309 -0.17245
H 3.73142 1.34058 0.14303
H -3.61700 0.06034 1.18114
H -0.70747 0.41866 1.33346
H 3.25038 0.57222 1.64619
H -0.51374 -0.61398 -1.50096
*
```


The most stable of them is version 2.


Version 1
The following is a DFT calculation (ωB97M-V/def2-TZVPD) of a 2-piece molecular cluster, CH5NO2Si overall.

```
! RIJCOSX wB97M-V def2-TZVPD def2/J DEFGRID3
* xyz 0 1
Si 1.31570 -0.24156 -0.64326
O -2.32507 -0.77652 1.13875
O -2.36204 0.24825 -0.83749
N -2.04644 -0.06502 0.26074
C 0.26741 0.66190 0.72091
H 2.56615 0.40230 -1.02964
H 0.08944 1.68444 0.45048
H 1.66295 -1.51032 0.23332
H 0.60416 -0.71901 -1.99306
H 0.22774 0.31555 1.69926
*
```


Version 2
The following is a DFT calculation (ωB97M-V/def2-TZVPD) of a single CH5NO2Si molecule.

```
! RIJCOSX wB97M-V def2-TZVPD def2/J DEFGRID3
* xyz 0 1
Si -0.56019 0.09946 -0.63392
O 3.28138 0.05542 1.03227
O 2.61600 0.31017 -1.04391
N 2.45972 0.19284 0.14928
C 0.81838 0.24710 0.72417
H 0.75192 1.22034 0.96829
H -0.33341 -1.12821 -1.43067
H -0.74348 1.26003 -1.62758
H 0.89105 -0.46860 1.49400
H -1.95909 0.00812 0.09576
*
```

- Structure (SMILES): O=[N+]([O-])C[SiH3]


The most stable of them is version 2.